[1]
The following is a quantum chemistry calculation of a 8-piece molecular cluster, C33H50BN8O4P2 overall at a distorted geometry, from the OMol25 dataset.

XYZ file:
```
98
Properties=species:S:1:pos:R:3:forces:R:3
N 3.20291 -0.43326 0.78678 -1.099 1.501 -0.431
C 3.56935 0.46897 -0.40566 -1.189 -0.197 -0.774
C 3.52571 -0.46424 -1.78553 1.927 0.906 -0.058
C 3.01211 0.36960 -3.10302 1.372 -0.464 -0.499
B 1.39578 0.69763 -3.12624 0.694 -1.403 1.082
C 0.53811 0.02133 -1.89689 -2.362 0.006 0.315
C -1.07205 0.25542 -2.26672 -2.102 -0.843 5.426
O -1.98088 0.17119 -1.26399 4.632 0.610 -6.093
P 1.04838 2.60353 -3.35241 -0.219 0.863 -0.654
P 2.00432 3.78436 -1.78939 4.597 0.796 1.260
O 3.55975 3.47154 -1.58199 -5.738 0.938 -0.629
O 1.09757 3.77068 -0.27120 0.581 -0.974 -2.202
O 1.95325 5.46978 -2.34936 -1.412 -1.787 2.568
H 2.89450 0.27125 1.52259 0.466 -1.378 -0.925
H 2.30029 -0.89219 0.46636 1.370 0.663 0.619
H 4.61391 1.00824 -0.25872 -2.333 -1.218 -0.307
H 2.70267 1.27988 -0.45438 2.190 -1.377 -0.339
H 4.66604 -0.75328 -1.98698 -2.346 0.399 0.438
H 2.97131 -1.49663 -1.61915 0.843 2.288 -0.255
H 3.58542 1.39232 -3.26902 -0.566 -2.290 0.676
H 3.27914 -0.31090 -4.04674 -0.442 1.443 1.940
H 0.97749 0.20227 -4.13425 -0.542 0.254 -0.533
H 0.70134 0.50835 -0.84561 -0.483 -0.980 -1.676
H 0.68420 -1.13474 -1.78236 -0.323 1.942 -0.243
H -1.36395 0.50788 -3.38996 0.355 -0.559 2.277
H -0.37980 2.82907 -3.17450 0.823 0.124 0.408
H 0.72488 2.83523 -0.19785 0.646 1.697 -0.241
H 1.56969 6.05993 -1.63420 0.856 -0.971 -1.129
N -0.64935 -2.69640 1.28402 0.074 -0.199 0.159
C 0.33956 -2.55579 2.22254 -0.070 0.038 -0.059
C 0.35049 -3.69050 3.00261 0.291 0.305 0.004
C -0.66365 -4.54817 2.51357 -0.269 -0.173 -0.267
C -1.26309 -3.91062 1.45049 -0.003 0.088 -0.074
H -0.88825 -2.01179 0.57842 0.029 -0.077 0.127
H 0.94814 -1.66207 2.25588 -0.078 -0.184 0.031
H 1.01768 -3.88056 3.83331 -0.107 0.068 -0.096
H -0.92779 -5.52590 2.89533 -0.026 0.154 -0.026
H -2.07254 -4.21567 0.80080 0.138 0.045 0.138
N 5.25903 -2.47261 -6.16514 0.063 -0.039 -0.001
C 5.38198 -1.81822 -7.36314 -0.018 0.067 -0.105
C 6.13075 -0.68190 -7.15255 -0.162 -0.230 -0.297
C 6.47652 -0.65307 -5.78038 0.024 -0.222 0.362
C 5.92775 -1.77214 -5.19516 0.068 0.070 0.055
H 4.75463 -3.33752 -6.01974 0.191 0.390 -0.039
H 4.92604 -2.21525 -8.26018 0.068 0.110 0.143
H 6.39995 0.04684 -7.90606 -0.070 -0.125 0.119
H 7.06325 0.10232 -5.27381 -0.147 -0.133 -0.058
H 5.95469 -2.12832 -4.17400 -0.037 0.134 -0.159
N -1.22017 5.81094 -1.01018 -0.333 0.223 -0.051
C -2.35467 5.12464 -0.66311 0.159 -0.007 0.023
C -3.41401 6.00329 -0.70762 0.045 -0.365 0.049
C -2.90122 7.26243 -1.10112 0.228 0.282 -0.093
C -1.54458 7.11418 -1.28409 0.000 -0.090 0.060
H -0.28941 5.41717 -1.05768 -0.400 -0.156 0.116
H -2.31092 4.07303 -0.41332 -0.009 0.165 -0.041
H -4.44494 5.76301 -0.48229 0.178 0.031 0.023
H -3.46137 8.17853 -1.23706 0.111 -0.110 -0.023
H -0.78413 7.82293 -1.58369 -0.163 -0.092 0.030
N 1.68658 -6.92825 3.40494 0.094 -0.256 0.137
C 2.67550 -6.78764 4.34346 -0.055 0.004 -0.028
C 2.68643 -7.92235 5.12353 0.265 0.318 0.031
C 1.67228 -8.78002 4.63449 -0.199 -0.094 -0.237
C 1.07285 -8.14247 3.57141 -0.015 0.080 -0.071
H 1.44769 -6.24364 2.69934 0.021 -0.104 0.196
H 3.28407 -5.89392 4.37679 -0.100 -0.165 0.018
H 3.35362 -8.11241 5.95423 -0.085 0.065 -0.122
H 1.40814 -9.75775 5.01625 -0.064 0.138 -0.054
H 0.26340 -8.44752 2.92172 0.136 0.035 0.133
N 4.49718 -10.91252 5.81752 0.084 -0.015 0.059
C 4.80654 -11.67435 6.91407 0.025 -0.064 0.016
C 6.17725 -11.69649 7.04399 -0.309 -0.155 0.215
C 6.71315 -10.91563 5.99218 -0.061 0.221 -0.310
C 5.65340 -10.44131 5.25198 0.024 -0.002 -0.061
H 3.56206 -10.72635 5.47911 0.357 0.027 0.065
H 4.02701 -12.13557 7.50553 0.160 0.064 -0.084
H 6.73127 -12.21765 7.81391 -0.111 0.088 -0.115
H 7.75944 -10.71980 5.79620 -0.189 -0.016 0.019
H 5.62324 -9.81158 4.37284 0.007 -0.100 0.165
N -6.89257 4.24418 -0.97282 -0.087 -0.019 -0.003
C -8.02707 3.55789 -0.62575 0.009 -0.033 0.049
C -9.08641 4.43653 -0.67025 0.062 -0.369 0.059
C -8.57362 5.69568 -1.06375 0.227 0.173 -0.178
C -7.21698 5.54742 -1.24673 -0.022 0.062 0.021
H -5.96181 3.85042 -1.02032 -0.311 0.128 -0.028
H -7.98332 2.50627 -0.37595 -0.027 0.190 -0.031
H -10.11735 4.19626 -0.44493 0.176 0.019 -0.041
H -9.13377 6.61178 -1.19969 0.135 -0.151 0.017
H -6.45653 6.25617 -1.54632 -0.163 -0.100 0.008
N -6.86498 9.14678 0.37751 -0.104 -0.014 -0.023
C -7.99947 8.46049 0.72458 -0.014 -0.013 0.175
C -9.05881 9.33913 0.68007 0.088 -0.390 0.075
C -8.54602 10.59828 0.28658 0.327 0.260 -0.135
C -7.18938 10.45002 0.10360 -0.014 0.125 -0.001
H -5.93421 8.75302 0.33000 -0.339 0.113 0.027
H -7.95572 7.40887 0.97437 -0.035 0.226 -0.063
H -10.08975 9.09885 0.90540 0.178 0.013 -0.032
H -9.10618 11.51437 0.15063 0.115 -0.142 0.009
H -6.42893 11.15877 -0.19600 -0.159 -0.101 0.051
```
Forces are in eV/Å.

Output
Molecular weight ... 695.6 g/mol
Total charge ... -1
Largest force on an atom ... 7.68 eV Å⁻¹
HOMO-LUMO gap ... 8.02 eV



[2]
The following is a quantum chemistry calculation of C33H50BN8ScSe as an isolated structure at a distorted geometry, from the OMol25 dataset.

XYZ file:
```
94
Properties=species:S:1:pos:R:3:forces:R:3
Sc -0.24810 1.62025 0.29981 -0.147 -0.167 0.040
C 1.30781 2.78549 2.92473 -0.115 1.356 -0.881
C 2.48097 1.87534 2.64690 0.464 -0.619 0.532
C 3.36533 1.80980 3.92021 -0.301 0.156 -1.011
C 1.98375 0.50614 2.28980 1.243 -0.433 1.051
C 2.30018 -0.75917 2.78371 0.298 -0.157 -0.073
C 1.47940 -1.66319 2.10688 -0.447 0.359 -0.595
C 1.45585 -3.16203 2.28182 0.252 -0.064 -0.614
C 2.81289 -3.71395 1.80667 0.006 0.061 0.994
C 1.20764 -3.48636 3.75418 -0.751 0.898 -0.452
N 0.71932 -0.94915 1.23277 0.899 -0.140 0.660
N 1.07130 0.38496 1.36048 -2.030 -0.451 -1.504
B -0.46772 -1.43452 0.37374 0.152 -1.430 -0.009
N -0.30514 -0.92192 -1.12303 -0.248 -0.551 1.104
N -0.27955 0.41830 -1.40759 -0.140 0.147 0.620
C -0.29654 0.55408 -2.73602 0.405 -0.058 -0.742
C -0.28259 -0.70022 -3.32443 -0.261 0.090 -0.004
C -0.30824 -1.61350 -2.26352 0.309 -0.610 -0.940
C -0.21802 -3.12706 -2.38670 -0.199 0.119 1.035
C 1.24996 -3.53836 -2.50193 -0.102 0.149 0.099
C -1.02940 -3.65292 -3.54528 -0.116 -0.271 -0.323
C -0.26231 1.90572 -3.39302 -0.443 -0.890 -0.097
C -1.60905 2.18704 -4.04122 -0.010 -0.372 -0.614
C 0.89243 1.95596 -4.36265 0.022 0.240 -0.453
N -1.77815 -0.91851 1.00784 -0.258 0.737 -0.414
N -1.90037 0.44786 0.99531 0.242 0.470 -0.053
C -3.17063 0.75711 1.29428 0.290 0.000 0.142
C -3.85587 -0.39902 1.54000 -0.748 -0.355 -0.130
C -2.98040 -1.44586 1.31632 0.165 -0.763 0.151
C -3.30063 -2.92633 1.43516 -0.340 0.700 0.436
C -3.10726 -3.65473 0.10172 0.045 -0.040 0.147
C -2.52797 -3.55231 2.62756 0.669 -0.298 -1.049
C -3.66223 2.15686 1.27949 -1.049 0.376 0.516
C -5.10211 2.25463 0.66409 0.913 0.144 -0.462
C -2.62116 3.01497 0.59978 -0.669 1.469 -0.155
H 1.66187 3.79201 3.19727 -0.116 -0.265 -0.092
H 0.65744 2.97173 2.03221 0.300 -0.033 0.325
H 0.66675 2.45032 3.71158 -0.312 -0.460 0.577
H 3.05773 2.25338 1.77544 -0.135 -0.083 0.570
H 2.78089 1.66534 4.82928 -0.006 0.121 -0.100
H 4.08338 1.01939 3.83674 0.346 -0.582 -0.010
H 3.95219 2.70788 3.95064 0.110 0.601 0.435
H 3.09191 -1.06060 3.45906 -0.298 0.314 0.063
H 0.68153 -3.63645 1.65058 0.229 0.500 0.403
H 3.57375 -3.43587 2.54261 0.089 0.088 -0.184
H 2.81710 -4.79847 1.78792 -0.161 -0.161 -0.153
H 3.09781 -3.31940 0.84878 0.125 0.065 -0.516
H 2.07000 -3.17248 4.34831 -0.337 0.038 0.155
H 0.25981 -2.97182 4.04732 0.879 -0.414 0.275
H 1.07020 -4.54260 3.84832 -0.052 -0.688 0.270
H -0.46930 -2.65165 0.45806 0.065 0.911 -0.432
H -0.28228 -0.90517 -4.39043 0.002 -0.090 0.356
H -0.61006 -3.55762 -1.45278 0.137 0.177 -0.311
H 1.69827 -3.11911 -3.38791 0.111 0.090 -0.504
H 1.79282 -3.12814 -1.67410 0.456 0.173 0.639
H 1.41549 -4.61309 -2.50294 -0.284 -0.083 -0.061
H -0.47896 -3.47904 -4.46059 -0.059 0.233 -0.432
H -1.13142 -4.73865 -3.48961 -0.059 0.081 0.181
H -2.02210 -3.20824 -3.61760 0.029 -0.031 0.000
H -0.16005 2.59938 -2.59255 0.313 0.873 0.595
H -1.86781 1.47454 -4.84123 0.294 0.145 0.249
H -2.36711 2.07952 -3.28653 -0.616 0.176 0.281
H -1.63990 3.17972 -4.47774 -0.041 0.197 0.044
H 0.62859 1.25773 -5.15676 0.404 -0.028 -0.190
H 1.02633 2.94200 -4.82668 -0.104 -0.181 0.197
H 1.82494 1.64996 -3.89156 0.079 -0.031 -0.087
H -4.90445 -0.46367 1.75008 -0.165 -0.212 0.187
H -4.38382 -2.93874 1.70887 0.744 -0.123 -0.285
H -2.05542 -3.68082 -0.15108 0.099 0.134 -0.177
H -3.38135 -4.69461 0.21170 -0.348 -0.264 0.033
H -3.68109 -3.22301 -0.73222 0.174 -0.035 0.363
H -1.45804 -3.28048 2.67133 -0.426 0.001 -0.374
H -2.93670 -3.25734 3.56940 -0.463 0.140 0.584
H -2.56210 -4.64078 2.52868 -0.114 0.086 0.207
H -3.82282 2.49514 2.32389 0.442 -0.071 -0.412
H -5.19694 1.67689 -0.27659 0.138 0.460 0.371
H -5.75166 1.79065 1.38990 -0.481 0.050 0.082
H -5.39460 3.31789 0.50449 0.159 -0.834 0.156
H -2.39933 2.55027 -0.35953 0.324 0.051 -0.465
H -2.99435 4.04804 0.37746 0.321 -0.864 0.186
H -1.75606 3.17256 1.26233 0.242 -0.043 0.024
Se 0.12084 5.17433 -0.56353 0.259 0.167 -0.440
N 0.70628 3.46906 -0.49796 0.383 0.249 0.113
C 1.95079 3.45731 -1.01369 -0.529 -0.339 0.227
C 2.80894 2.32989 -1.03003 0.340 -1.189 -0.288
C 4.07811 2.44606 -1.53899 -1.379 1.414 0.635
C 4.54197 3.70596 -2.02900 0.143 0.777 -0.496
C 3.73316 4.80247 -2.06498 -0.053 -0.502 0.267
C 2.40120 4.72141 -1.52749 0.646 -0.173 0.051
N 1.58288 5.74005 -1.37748 -0.480 -0.035 0.197
H 2.46408 1.33825 -0.67277 0.201 0.766 -0.144
H 4.74123 1.63883 -1.46014 0.785 -1.091 -0.166
H 5.56328 3.84432 -2.40408 -0.426 -0.384 0.218
H 4.09273 5.74017 -2.43152 0.076 0.412 -0.151
```
Forces are in eV/Å.

Output
Molecular weight ... 693.5 g/mol
Total charge ... +2
Largest force on an atom ... 2.57 eV Å⁻¹
HOMO-LUMO gap ... 7.34 eV



What is the formula in the second record? C33H50BN8ScSe



HOMO-LUMO gap of number 1 (C33H50BN8O4P2)? 8.02 eV



Which of these has the highest molecular weight? C33H50BN8O4P2



What is the HOMO-LUMO gap in the first record? 8.02 eV